{"formula": "CHN3O3S", "method": "wB97M-V/def2-TZVPD", "e_above_lowest_kcal_mol": 90.2, "e_homo_ev": [-8.7368, -8.8336], "lumo_ev": [-1.3, -1.3], "max_force_ev_per_a": 5.1, "symbols": ["C", "N", "N", "N", "O", "O", "O", "S", "H"], "xyz": [[3.1962, -0.1345, 0.4005], [-1.5521, -0.3915, -0.6605], [0.3313, -1.2614, 0.2164], [-0.5261, -0.8828, -0.3494], [2.7576, 0.9013, 0.3913], [3.6702, -1.2046, 0.4822], [-3.2540, 1.9271, -0.0029], [-3.0560, 0.8288, 0.9989], [-1.5671, 0.2176, -1.4765]], "forces_ev_per_angstrom": [[2.06, -4.61, 0.71], [-3.96, 1.23, -2.16], [3.43, -2.07, 1.45], [0.64, 0.79, 0.22], [-1.56, 3.53, -0.34], [-0.49, 1.06, -0.36], [0.15, -0.74, 0.65], [-0.51, 1.05, -0.24], [0.25, -0.24, 0.08]]}

=====

{"formula": "C2H2N3O", "method": "wB97M-V/def2-TZVPD", "total_charge": 1, "e_above_lowest_kcal_mol": 64.3, "e_homo_ev": -17.2017, "lumo_ev": -7.7, "max_force_ev_per_a": 5.6, "symbols": ["C", "C", "N", "N", "N", "O", "H", "H"], "xyz": [[-0.1540, 0.0418, 0.2020], [2.6617, 0.9413, -0.2195], [-1.3332, -0.5161, 0.3913], [-2.3008, -0.9541, -0.2461], [-3.2628, -1.5424, -0.3703], [3.5824, 1.5451, -0.0325], [0.5113, -0.0595, -0.6837], [0.2954, 0.5439, 0.9587]], "forces_ev_per_angstrom": [[-2.75, -3.21, -3.62], [0.04, 0.00, -0.01], [3.25, 3.19, 1.73], [-3.01, -3.29, -0.59], [2.43, 1.93, -0.49], [0.27, 0.12, 0.00], [-1.06, 0.05, 0.11], [0.83, 1.20, 2.87]]}

=====

{"formula": "C7H7N2O", "method": "wB97M-V/def2-TZVPD", "total_charge": 1, "e_above_lowest_kcal_mol": 59.9, "e_homo_ev": -13.8770, "lumo_ev": -4.8, "smiles": "C[n+]1coc2ccncc21", "max_force_ev_per_a": 7.7, "symbols": ["C", "C", "C", "C", "C", "C", "C", "N", "N", "O", "H", "H", "H", "H", "H", "H", "H"], "xyz": [[2.8508, -0.5442, 0.4360], [2.4267, -1.5660, 1.3514], [0.1179, -1.4137, 1.0095], [0.2953, 1.3777, -1.2075], [0.1894, -0.3921, 0.0803], [1.8594, 0.0950, -0.3099], [-1.9178, 0.7873, -0.4828], [1.2080, -1.9560, 1.5692], [-0.5056, 0.5591, -0.5668], [1.5723, 1.1763, -1.0954], [3.9630, -0.3116, 0.2064], [3.1656, -1.9149, 2.0472], [-0.7958, -1.6083, 1.4358], [-0.0152, 2.3257, -1.7318], [-2.2103, 0.6615, 0.5659], [-1.9284, 1.7999, -0.8592], [-2.5841, 0.1521, -1.0251]], "forces_ev_per_angstrom": [[1.02, 1.48, -2.42], [0.18, 1.40, -0.80], [1.14, 2.04, -1.46], [-0.55, 1.66, -0.50], [7.68, -0.43, 0.18], [-6.07, -2.98, 3.00], [-0.50, 0.98, 0.83], [-0.61, -0.13, 0.43], [0.61, -0.44, -0.70], [1.60, -0.32, -0.03], [-2.01, -0.40, 0.87], [0.40, -0.56, -0.09], [-2.08, -1.20, 0.85], [0.26, -1.42, 0.52], [0.07, 0.63, -0.16], [-1.35, 0.34, 0.32], [0.22, -0.66, -0.87]]}

=====

{"formula": "C3H5O2", "method": "wB97M-V/def2-TZVPD", "total_charge": 1, "e_above_lowest_kcal_mol": 0.0, "e_homo_ev": [-14.4017, -18.5967], "multiplicity": 3, "lumo_ev": [-6.0, -8.9], "max_force_ev_per_a": 5.1, "symbols": ["C", "C", "C", "O", "O", "H", "H", "H", "H", "H"], "xyz": [[1.9588, 0.4915, 0.3286], [-0.1632, -0.3374, -0.0921], [-1.5906, -0.1406, -0.0289], [0.4697, -1.4462, -0.7952], [0.6603, 0.5612, 0.4148], [2.4508, 1.4166, 0.6676], [2.5646, -0.1130, -0.2408], [-2.1428, -0.3338, 0.9273], [-2.1845, -0.8956, -0.7279], [-2.0230, 0.7973, -0.4535]], "forces_ev_per_angstrom": [[1.57, 3.36, 1.44], [2.98, -1.83, -1.50], [-3.93, -1.82, -1.75], [-2.35, 3.76, 2.47], [-2.21, -1.88, -0.94], [-0.54, -0.60, 0.21], [0.41, -2.17, -1.40], [1.18, 0.26, -0.25], [1.73, 1.03, 1.22], [1.15, -0.11, 0.51]]}